[1]
11
Properties=species:S:1:pos:R:3 method="wB97M-V/def2-TZVPD" s2=2.011 lumo_ha="0.024 / -0.097" homo_ev="-7.73 / -10.33" multiplicity=3 orbital_gap_ev="8.4 / 7.7"
C 0.825 -0.219 0.203
C -2.212 0.009 0.560
N 2.069 -0.342 -0.494
N 0.159 0.837 -0.169
O 0.427 -1.086 0.981
Cl -2.067 -1.269 -0.506
Cl -3.198 1.249 0.035
H -1.442 0.048 1.219
H 2.577 0.492 -0.686
H 2.683 -1.034 -0.100
H 0.179 1.315 -1.043

***

[2]
18
Properties=species:S:1:pos:R:3 method="wB97M-V/def2-TZVPD" lumo_ha=0.030 homo_ev=-8.10 orbital_gap_ev=8.9
C 0.311 -0.848 0.839
C 0.936 0.385 0.177
C 0.756 -1.245 2.216
C 0.061 1.198 -2.195
C -1.290 0.195 -0.291
C -0.096 0.373 -0.955
O -1.106 -0.505 0.837
O -2.541 0.297 -0.765
H -3.126 -0.221 -0.196
H 0.271 -1.300 -0.443
H 0.953 1.280 0.814
H 1.935 0.170 -0.202
H 1.812 -1.514 2.196
H 0.180 -2.095 2.577
H 0.630 -0.423 2.929
H 0.885 0.819 -2.798
H -0.855 1.192 -2.782
H 0.282 2.242 -1.957

***

[3]
96
Properties=species:S:1:pos:R:3 method="wB97M-V/def2-TZVPD" smiles="COC(=O)OC.COC(=O)OC.COC(=O)OC.COC(=O)OC.COC(=O)OC.COC(=O)OC.COC(=O)OC.CO.CO" lumo_ha=0.019 homo_ev=-9.93 orbital_gap_ev=10.5
C -11.719 -5.199 11.514
O -12.024 -5.445 12.930
C -10.986 -5.829 13.676
O -9.897 -5.911 13.218
O -11.442 -6.098 14.909
C -10.383 -6.525 15.845
H -11.520 -6.152 11.034
H -10.858 -4.573 11.368
H -12.643 -4.708 11.226
H -9.835 -5.661 16.269
H -9.696 -7.204 15.322
H -10.893 -7.105 16.618
C -12.585 0.175 13.143
O -13.283 -1.090 12.888
C -13.409 -1.757 14.083
O -13.162 -1.308 15.161
O -13.981 -2.975 13.851
C -14.171 -3.832 15.063
H -12.519 0.701 12.163
H -11.597 0.016 13.449
H -13.135 0.749 13.862
H -15.125 -3.536 15.443
H -13.378 -3.521 15.717
H -14.112 -4.855 14.644
C -10.548 -5.859 22.434
O -11.270 -6.957 23.103
C -12.369 -7.430 22.469
O -12.693 -6.970 21.417
O -12.870 -8.563 22.962
C -13.954 -9.207 22.174
H -9.649 -5.778 23.049
H -11.087 -4.943 22.503
H -10.371 -6.147 21.383
H -13.502 -9.784 21.398
H -14.648 -8.484 21.755
H -14.399 -9.791 22.998
C -16.816 -6.115 15.804
O -17.428 -7.338 16.325
C -17.020 -7.807 17.505
O -17.391 -8.913 17.887
O -16.222 -6.956 18.129
C -16.013 -7.099 19.501
H -17.110 -5.274 16.358
H -17.267 -5.986 14.809
H -15.745 -6.170 15.838
H -14.919 -6.939 19.664
H -16.351 -8.087 19.799
H -16.575 -6.357 20.038
C -9.973 -0.893 24.079
O -10.488 -0.507 22.715
C -10.689 -1.534 21.901
O -10.539 -2.702 22.168
O -10.955 -1.055 20.702
C -11.260 -2.066 19.675
H -9.267 -1.712 23.938
H -10.756 -1.220 24.784
H -9.508 0.024 24.399
H -10.323 -2.571 19.448
H -11.659 -1.494 18.857
H -12.003 -2.769 20.079
C -9.503 -2.385 14.705
O -8.713 -1.797 15.695
C -8.925 -2.400 16.860
O -9.778 -3.266 16.994
O -8.169 -1.947 17.866
C -7.389 -0.750 17.586
H -9.378 -1.844 13.769
H -10.505 -2.314 15.084
H -9.130 -3.368 14.495
H -6.621 -1.169 16.941
H -7.130 -0.351 18.536
H -7.948 0.008 17.070
C -15.874 -3.380 18.552
O -16.658 -2.772 17.499
C -17.918 -2.553 17.891
O -18.383 -2.900 18.950
O -18.674 -1.874 16.988
C -20.072 -1.783 17.422
H -16.131 -4.429 18.715
H -16.075 -2.769 19.392
H -14.836 -3.181 18.386
H -20.609 -1.361 16.515
H -20.212 -1.083 18.271
H -20.408 -2.761 17.702
C -12.392 -9.179 18.685
O -11.661 -9.677 17.544
H -12.474 -8.142 18.512
H -13.406 -9.596 18.823
H -11.823 -9.381 19.615
H -11.669 -10.619 17.560
C -12.689 -4.831 18.402
O -13.083 -4.830 19.761
H -12.756 -3.809 18.031
H -11.654 -5.205 18.321
H -13.330 -5.565 17.901
H -12.701 -5.521 20.337

***

[4]
132
Properties=species:S:1:pos:R:3 method="wB97M-V/def2-TZVPD" lumo_ha=0.069 homo_ev=-6.17 total_charge=-1 orbital_gap_ev=8.0
C 1.548 -0.211 -0.315
O 0.643 0.784 0.230
O 2.343 -0.689 0.639
C 0.826 -1.247 -1.197
F 0.053 -0.642 -2.128
F 1.719 -1.977 -1.874
F 0.029 -2.073 -0.502
C -0.575 0.337 0.775
C -1.302 1.576 1.289
H -2.202 1.278 1.833
H -0.692 2.117 2.016
H -1.545 2.240 0.459
H -0.429 -0.347 1.620
H -1.235 -0.163 0.064
H 2.164 0.380 -1.011
C -2.169 1.471 6.308
C -2.439 0.495 5.185
O -3.687 -0.170 5.419
H -2.927 2.256 6.336
H -1.245 2.006 6.077
H -2.100 0.973 7.271
H -1.678 -0.293 5.150
H -2.473 0.983 4.206
H -3.739 -0.967 4.889
C 4.621 -2.085 -3.237
C 4.768 -2.942 -1.969
O 6.039 -3.570 -1.886
H 3.659 -1.582 -3.154
H 4.629 -2.750 -4.102
H 5.442 -1.373 -3.322
H 3.970 -3.687 -1.967
H 4.567 -2.323 -1.089
H 6.619 -2.957 -1.424
C 6.554 -2.119 2.557
C 5.216 -2.217 1.852
O 5.122 -1.139 0.938
H 6.679 -1.156 3.048
H 7.397 -2.260 1.874
H 6.623 -2.935 3.283
H 4.437 -2.131 2.619
H 5.052 -3.175 1.348
H 4.189 -1.033 0.668
C 1.887 1.104 5.335
C 1.652 0.946 3.833
O 2.703 0.124 3.345
H 2.703 1.797 5.543
H 2.096 0.144 5.801
H 1.012 1.558 5.816
H 1.696 1.925 3.340
H 0.707 0.426 3.621
H 2.480 -0.179 2.444
C -2.268 -1.927 -4.407
C -2.660 -3.131 -5.261
O -2.748 -4.279 -4.411
H -1.971 -1.131 -5.099
H -1.374 -2.134 -3.822
H -3.087 -1.591 -3.772
H -1.955 -3.273 -6.080
H -3.637 -2.965 -5.727
H -3.659 -4.336 -4.116
C -5.147 3.204 0.545
C -6.316 2.903 -0.405
O -6.145 1.659 -1.060
H -4.222 3.303 -0.030
H -5.020 2.385 1.249
H -5.286 4.161 1.050
H -6.415 3.713 -1.137
H -7.246 2.855 0.162
H -5.393 1.763 -1.655
C -3.755 -1.022 -0.692
C -4.997 -1.842 -0.937
O -4.835 -3.120 -0.318
H -2.874 -1.588 -1.013
H -3.623 -0.774 0.362
H -3.649 -0.090 -1.251
H -5.224 -1.898 -2.007
H -5.868 -1.354 -0.486
H -5.682 -3.427 0.013
C -0.562 -5.361 -0.823
C -1.805 -4.507 -0.707
O -2.987 -5.310 -0.690
H 0.354 -4.778 -0.732
H -0.587 -6.028 -1.682
H -0.510 -5.998 0.069
H -1.886 -3.815 -1.553
H -1.791 -3.921 0.218
H -3.692 -4.659 -0.832
C -0.020 5.186 3.833
C 0.118 5.885 2.485
O 0.198 7.294 2.679
H 0.818 5.445 4.479
H -0.155 4.102 3.794
H -0.933 5.525 4.336
H -0.755 5.604 1.886
H 1.004 5.511 1.973
H -0.695 7.638 2.604
C -0.319 2.421 -2.588
C -0.618 3.344 -3.765
O -1.873 4.004 -3.529
H -1.086 1.648 -2.510
H -0.331 2.908 -1.616
H 0.634 1.910 -2.736
H -0.720 2.732 -4.660
H 0.152 4.110 -3.889
H -1.714 4.817 -3.047
C 1.219 -1.218 -5.362
C 1.825 -0.011 -6.054
O 0.758 0.891 -6.341
H 0.816 -0.937 -4.389
H 1.952 -1.996 -5.137
H 0.417 -1.720 -5.905
H 2.340 -0.273 -6.984
H 2.507 0.433 -5.320
H 1.136 1.757 -6.520
C 3.330 4.583 -0.531
C 2.271 3.508 -0.403
O 2.427 2.849 0.842
H 4.282 4.258 -0.114
H 3.027 5.466 0.036
H 3.475 4.835 -1.583
H 2.414 2.705 -1.141
H 1.239 3.851 -0.541
H 1.891 2.031 0.848
C 0.416 -2.837 3.554
C 0.540 -3.350 2.130
O 1.879 -3.381 1.705
H 0.775 -1.811 3.630
H 0.920 -3.483 4.274
H -0.640 -2.858 3.855
H -0.100 -2.737 1.485
H 0.143 -4.364 2.040
H 2.144 -2.499 1.383

***

Summary of relative energy (zero: lowest compared OMol25 entry of this formula, charge and spin) in kcal/mol
0.0 59.8 4.4 5.8
(order as listed above)